Entry 1:
Entry from the OMol25 dataset: a molecular structure, C41H51BInN4O2S (wB97M-V/def2-TZVPD).

Structure (XYZ):
```
101
Properties=species:S:1:pos:R:3:forces:R:3:mulliken_charge:R:1
In 13.477 11.313 9.724 -0.4 -0.2 -0.1 1.72
C 17.440 8.813 12.370 0.6 -0.9 0.1 -1.25
C 16.442 9.800 12.963 -0.1 0.0 0.0 1.27
C 16.921 10.304 14.328 0.1 -0.6 -0.3 -1.69
C 15.020 9.250 13.055 -0.6 -0.5 -0.1 0.67
C 14.844 8.014 13.713 -0.5 0.6 -0.3 -0.82
C 13.580 7.467 13.924 0.3 0.3 -0.2 -1.71
C 12.462 8.109 13.429 0.4 0.9 -0.8 -0.38
C 12.562 9.308 12.674 0.6 -0.3 0.7 0.65
C 11.308 10.012 12.176 -1.1 -1.1 0.7 3.75
C 10.444 9.122 11.257 1.1 -0.4 -0.3 -1.48
C 10.499 10.552 13.376 -0.6 0.5 0.6 -1.58
C 13.849 9.895 12.540 -0.2 -0.8 0.5 -0.65
N 13.948 11.133 11.841 0.0 0.3 -0.6 0.31
C 14.584 12.119 12.387 0.0 -1.0 -0.3 -1.20
C 15.079 13.313 11.851 0.2 1.1 -1.2 0.69
C 16.001 14.018 12.660 -0.3 -0.9 0.9 -1.10
C 16.538 15.227 12.373 0.1 -0.3 -0.7 -1.18
C 16.217 15.767 11.130 -0.8 -0.2 -0.1 -0.74
C 15.321 15.127 10.306 -0.1 1.1 -0.9 -0.42
C 14.720 13.893 10.589 0.3 0.2 0.3 0.63
N 13.844 13.353 9.706 -0.3 0.2 0.0 1.16
C 13.027 14.236 8.888 1.0 -0.2 0.1 -0.82
C 13.187 14.305 7.491 1.1 -0.7 0.5 0.34
C 12.306 15.060 6.743 -0.4 -0.3 0.1 -0.66
C 11.314 15.795 7.378 0.3 -0.3 -0.2 -1.66
C 11.219 15.788 8.756 0.3 -0.1 -0.5 -0.54
C 12.090 15.030 9.535 -0.6 0.2 0.2 1.37
C 11.951 15.084 11.038 0.1 -0.4 0.4 1.48
C 11.947 16.509 11.545 0.7 1.1 0.5 -1.47
C 10.762 14.282 11.544 0.2 -0.3 -0.3 -1.43
C 14.350 13.629 6.749 -0.8 -0.7 -0.4 0.52
C 14.033 12.172 6.265 0.2 0.8 0.3 -0.88
C 15.769 13.699 7.331 -0.7 0.3 0.1 -1.40
H 18.470 9.229 12.284 -0.8 0.0 0.1 0.39
H 17.115 8.534 11.359 0.2 0.0 0.2 0.11
H 17.546 7.884 12.971 -0.2 0.5 -0.3 0.32
H 16.477 10.625 12.257 -0.2 0.3 0.0 -0.07
H 16.839 9.540 15.104 0.3 -0.2 -0.2 0.35
H 16.300 11.088 14.702 -0.3 0.8 0.1 0.40
H 17.947 10.644 14.207 0.1 0.1 0.4 0.43
H 15.698 7.473 14.081 0.3 0.0 0.1 0.40
H 13.455 6.532 14.463 0.1 0.1 0.0 0.38
H 11.512 7.651 13.614 -0.5 0.0 -0.1 0.47
H 11.554 10.878 11.613 0.4 0.8 -0.5 -2.41
H 10.206 8.158 11.708 0.0 0.0 0.1 0.40
H 10.970 8.901 10.297 -0.2 0.1 0.6 0.17
H 9.526 9.613 11.012 -0.6 0.4 -0.1 0.38
H 10.104 9.804 14.086 0.3 -0.1 -0.5 0.34
H 9.624 11.204 13.138 0.6 -0.6 -0.4 0.35
H 11.146 11.199 13.970 0.2 0.0 0.1 0.41
H 14.883 11.953 13.383 0.3 -0.2 1.4 1.24
H 16.303 13.528 13.581 -0.1 0.0 0.1 0.44
H 17.232 15.675 13.039 0.4 0.4 0.4 0.48
H 16.600 16.709 10.806 0.3 0.5 -0.1 0.47
H 15.023 15.622 9.367 0.3 -0.3 0.5 0.44
H 12.352 14.935 5.662 0.0 0.6 0.1 0.46
H 10.638 16.384 6.796 -0.4 0.2 -0.2 0.44
H 10.441 16.377 9.192 -0.2 0.2 0.4 0.48
H 12.803 14.625 11.503 0.4 -0.2 0.0 -0.98
H 11.327 17.164 10.940 -0.1 0.1 0.0 0.25
H 12.981 16.929 11.516 -0.7 -0.2 -0.1 0.34
H 11.618 16.624 12.597 0.1 -0.4 -0.5 0.42
H 9.887 14.575 10.997 -0.8 0.2 -0.1 0.34
H 10.633 14.458 12.600 -0.2 0.0 0.4 0.53
H 10.866 13.207 11.374 0.2 0.1 0.0 0.04
H 14.378 14.152 5.782 0.2 0.2 0.3 0.58
H 13.996 11.398 7.039 0.0 0.2 0.0 -0.45
H 14.823 11.935 5.554 0.1 -0.3 -0.1 0.66
H 13.089 12.162 5.732 -0.2 -0.1 0.0 0.26
H 15.899 13.173 8.282 -0.1 0.1 -0.3 0.05
H 16.078 14.743 7.478 0.1 -0.4 -0.2 0.30
H 16.363 13.214 6.566 0.7 0.1 0.0 0.58
S 15.768 10.372 9.220 0.4 0.5 0.6 -0.32
C 15.659 8.927 8.309 -0.5 -0.5 0.4 0.51
N 15.568 7.746 8.907 -0.1 -0.1 0.2 -0.07
C 15.557 6.482 8.170 1.9 0.5 -0.3 -0.71
C 14.945 6.688 6.803 -0.2 -0.5 -0.6 -0.55
C 15.645 7.859 6.072 0.2 -0.4 1.1 -0.65
N 15.685 9.006 7.004 0.1 0.8 -1.4 -0.11
H 15.560 7.748 9.918 0.0 0.0 -0.1 0.12
H 15.077 5.725 8.751 -0.5 -0.3 0.3 0.46
H 16.631 6.150 8.049 -1.0 0.2 0.1 0.31
H 13.866 6.884 6.894 0.3 0.0 -0.1 0.24
H 15.072 5.712 6.283 -0.1 0.9 -0.1 0.37
H 15.122 8.195 5.189 -0.2 -0.1 -0.2 0.40
H 16.678 7.588 5.814 -0.3 0.0 -0.1 0.32
H 15.710 9.971 6.636 0.0 -1.0 0.2 0.12
O 10.401 11.795 9.481 0.7 -0.4 0.3 0.10
B 11.463 11.177 8.819 -0.6 -0.1 -0.4 -0.44
O 11.078 10.726 7.554 -0.4 0.6 0.7 -0.46
C 9.738 11.127 7.471 -0.1 -0.9 -1.0 0.90
C 8.857 10.940 6.436 -0.8 0.4 0.4 -1.25
C 7.541 11.434 6.619 1.0 -0.9 -0.8 -0.56
C 7.121 11.960 7.820 0.1 0.6 0.4 -0.85
C 8.028 12.109 8.880 -0.2 0.2 0.1 -0.61
C 9.320 11.697 8.639 -0.1 0.6 0.6 0.20
H 9.135 10.411 5.549 0.2 0.0 -0.5 0.51
H 6.893 11.343 5.756 -0.2 0.1 0.3 0.42
H 6.106 12.344 7.907 0.2 -0.2 0.1 0.43
H 7.748 12.562 9.840 0.1 -0.3 -0.5 0.50
```
Forces are in eV/Å.

Properties
Charge = +1

***

Entry 2:
Entry from the OMol25 dataset: a molecular structure, C41H51ClN5O4PPb (wB97M-V/def2-TZVPD).

Structure (XYZ):
```
104
Properties=species:S:1:pos:R:3:forces:R:3:mulliken_charge:R:1
Pb 1.274 -0.290 0.827 -0.4 0.2 0.2 2.01
C -4.431 2.238 -5.299 0.0 0.0 0.0 -0.91
O -3.085 2.362 -4.876 -0.1 -0.1 -0.1 -0.43
C -2.804 3.374 -4.016 0.0 0.0 0.0 0.75
C -3.743 4.277 -3.542 -0.1 0.1 0.1 -0.78
C -3.343 5.276 -2.659 -0.1 0.1 0.0 -0.21
C -2.040 5.360 -2.211 0.3 0.3 -0.3 -0.78
C -1.090 4.471 -2.725 0.0 0.1 -0.4 0.34
C -1.471 3.492 -3.622 0.2 0.1 0.1 -0.36
N -1.732 6.462 -1.330 -0.1 -0.3 0.1 -0.47
N -0.935 6.366 -0.380 0.0 -0.2 -0.1 -0.59
C -0.276 5.144 -0.019 0.0 0.1 0.1 0.57
C 1.036 5.268 0.372 0.1 0.1 -0.1 -0.32
C 1.841 4.170 0.695 0.1 0.0 0.0 -0.80
C 1.341 2.875 0.673 0.1 0.0 0.0 -0.20
O 2.055 1.840 1.007 -0.1 0.1 0.0 -0.57
C -0.045 2.736 0.280 -0.1 -0.1 0.0 0.05
N -0.521 1.466 0.207 -0.3 0.1 -0.2 0.18
C -1.783 1.258 -0.092 0.2 0.1 0.0 -0.28
C -2.703 2.313 -0.225 0.0 0.0 0.0 -1.07
C -2.245 3.598 -0.145 -0.2 -0.1 0.2 -0.80
C -0.863 3.855 0.010 -0.1 -0.2 0.4 0.31
H -4.463 1.387 -5.972 0.0 0.0 0.0 0.25
H -4.765 3.131 -5.833 0.0 0.0 0.0 0.36
H -5.098 2.055 -4.453 0.0 0.0 0.0 0.35
H -4.776 4.227 -3.856 0.0 0.0 0.0 0.42
H -4.066 5.998 -2.293 0.0 0.0 0.0 0.44
H -0.054 4.553 -2.419 0.0 0.0 -0.1 0.43
H -0.752 2.796 -4.034 0.0 0.0 0.0 0.52
H 1.457 6.268 0.385 0.0 -0.1 0.0 0.42
H 2.881 4.306 0.970 -0.1 0.0 0.0 0.46
H -2.086 0.220 -0.200 0.0 0.0 0.1 0.31
H -3.753 2.102 -0.380 0.0 0.0 0.0 0.51
H -2.941 4.427 -0.183 0.1 -0.1 0.0 0.72
N 2.078 0.106 3.420 -0.2 0.2 0.1 -0.32
C 3.415 0.705 3.573 -0.1 0.0 0.0 -1.19
C 4.377 0.035 2.626 0.3 0.2 0.0 0.94
C 4.616 -1.451 2.898 0.1 -0.1 0.0 -0.97
C 4.412 -2.257 1.627 0.0 -0.1 0.0 -0.82
N 2.970 -2.321 1.312 0.5 -0.1 0.0 -0.02
H 1.386 0.727 3.824 -0.1 -0.1 0.0 0.21
H 2.007 -0.782 3.905 0.1 0.0 0.0 0.23
H 3.769 0.640 4.608 0.0 0.0 0.0 0.45
H 3.340 1.760 3.312 -0.1 0.0 0.0 0.39
H 5.320 0.584 2.681 0.1 -0.1 -0.1 0.51
H 4.014 0.161 1.599 0.1 0.1 0.2 -0.80
H 3.941 -1.826 3.680 0.1 0.0 0.0 0.31
H 5.630 -1.619 3.271 0.0 0.0 0.0 0.39
H 4.871 -3.246 1.722 -0.1 -0.1 0.0 0.47
H 4.894 -1.738 0.797 -0.1 -0.2 0.1 0.33
H 2.514 -3.038 1.864 -0.1 -0.1 0.0 0.08
H 2.830 -2.560 0.338 0.2 -0.2 -0.1 0.19
Cl 4.613 5.489 -3.997 0.0 -0.1 0.0 -0.25
C 4.304 3.966 -3.206 0.0 0.1 0.0 0.39
C 5.360 3.255 -2.663 0.1 0.0 0.0 -0.69
C 5.101 2.046 -2.038 0.1 0.0 0.0 -0.37
C 3.807 1.547 -1.956 -0.1 -0.1 0.0 -0.21
C 2.760 2.278 -2.505 0.0 0.0 0.0 0.18
C 3.006 3.493 -3.133 -0.1 -0.1 0.1 -0.73
C 3.580 0.249 -1.215 -0.2 0.1 0.2 0.49
O 4.538 -0.304 -0.686 0.1 0.0 -0.2 -0.71
O 2.356 -0.184 -1.137 0.3 0.2 -0.4 -0.73
H 6.364 3.649 -2.729 0.0 0.0 0.0 0.42
H 5.903 1.467 -1.597 0.0 0.0 0.0 0.47
H 1.752 1.889 -2.430 0.0 0.0 0.0 0.44
H 2.205 4.074 -3.562 -0.1 0.0 0.0 0.48
C -2.705 -3.095 -1.576 0.0 0.0 -0.1 -1.83
C -3.110 -3.227 -0.101 0.1 0.0 0.0 2.00
C -4.261 -2.254 0.172 -0.1 0.1 -0.1 -1.75
C -3.581 -4.659 0.150 -0.1 0.0 0.0 -1.65
P -1.586 -2.671 0.862 -0.2 0.0 0.0 0.15
C -0.452 -4.100 0.655 0.0 0.1 -0.1 0.92
C 0.515 -3.943 -0.343 0.0 0.0 0.0 -1.05
C 1.430 -4.950 -0.630 0.0 0.0 0.0 -0.69
C 1.407 -6.129 0.099 0.0 0.0 0.0 -0.69
C 0.461 -6.299 1.103 0.0 0.0 0.0 -0.73
C -0.462 -5.297 1.373 0.0 -0.1 0.0 -0.51
C -2.003 -2.572 2.695 0.1 0.0 0.0 2.11
C -3.048 -3.531 3.269 0.0 0.0 0.1 -1.88
C -0.684 -2.730 3.470 0.0 0.0 0.0 -1.88
C -2.494 -1.129 2.904 0.0 0.1 0.0 -1.62
H -3.565 -3.336 -2.211 0.1 0.0 0.0 0.54
H -1.899 -3.785 -1.835 0.0 0.0 0.0 0.37
H -2.378 -2.080 -1.818 0.0 0.0 0.0 0.24
H -5.060 -2.430 -0.558 0.0 0.0 0.0 0.55
H -3.953 -1.207 0.074 0.0 -0.1 0.0 0.12
H -4.689 -2.393 1.165 0.0 0.0 -0.1 0.30
H -4.405 -4.885 -0.537 0.0 0.0 0.0 0.53
H -3.954 -4.800 1.165 0.0 0.0 -0.1 0.26
H -2.791 -5.387 -0.036 0.0 0.0 0.0 0.28
H 0.557 -3.013 -0.902 0.0 0.0 0.0 0.71
H 2.162 -4.807 -1.416 0.0 0.0 0.0 0.49
H 2.126 -6.913 -0.109 0.0 0.0 0.0 0.41
H 0.435 -7.218 1.675 0.0 0.0 0.0 0.46
H -1.198 -5.466 2.148 0.0 0.0 0.0 0.23
H -2.834 -4.579 3.063 0.0 0.0 0.0 0.18
H -4.048 -3.311 2.892 0.0 0.0 0.0 0.37
H -3.077 -3.408 4.358 0.0 0.0 0.0 0.52
H 0.137 -2.193 2.985 0.0 0.0 0.0 0.22
H -0.381 -3.773 3.560 0.0 0.0 0.0 0.30
H -0.807 -2.323 4.480 0.0 0.0 -0.1 0.57
H -3.374 -0.905 2.298 0.0 0.0 0.1 0.32
H -1.719 -0.401 2.644 0.0 -0.1 0.0 0.12
H -2.765 -0.981 3.955 0.0 0.0 0.0 0.57
```
Forces are in eV/Å.

***

Results for LUMO energy: -2.56; 0.09 (in eV, following the order of the records).
Results for frontier orbital gap: 7.45; 7.28 (in eV, following the order of the records).
Results for relative energy (zero: lowest compared OMol25 entry of this formula, charge and spin): 0.0000; 0.7886 (in eV, following the order of the records).